No. 1
Computed, not measured: the ion C5H9N3 with charge +2 at a distorted geometry, with ωB97M-V/def2-TZVPD.

Each line ends with the Löwdin charge.
Element x y z (Å)
C 0.42 -1.77 0.11  0.12
C -0.49 -0.63 -0.08  -0.14
C 1.65 -0.02 -0.10  -0.13
C 2.70 0.96 -0.03  0.09
C -2.68 0.41 0.06  0.06
N 1.62 -1.38 0.02  0.23
N 0.34 0.46 -0.02  0.24
N -1.77 -0.73 -0.12  0.21
H 0.29 -2.74 0.39  0.15
H 3.44 0.95 -0.98  0.23
H 3.38 0.58 0.68  0.13
H 2.40 1.95 0.03  0.09
H -3.58 0.08 0.41  0.10
H -2.34 1.13 0.70  0.09
H -2.99 0.86 -0.90  0.15
H -0.06 1.38 0.11  0.20
H -2.34 -1.50 -0.29  0.19

Computed properties:
- net charge = +2
- HOMO energy (eV) = -20.94
- orbital gap (eV) = 8.76
- strongest force on any atom (eV Å⁻¹) = 4.54
- calculated total energy (eV) = -9780.560
- molecular weight (g mol⁻¹) = 111.148
- ΔE to the lowest compared entry with this formula, charge and spin (kJ/mol) = 184.58

***

No. 2
Computed, not measured: an isolated molecule of C4H7NO at a distorted geometry, with ωB97M-V/def2-TZVPD.

Each line ends with the Löwdin charge.
Element x y z (Å)
C -1.39 -0.80 0.36  -0.05
C -0.31 -0.05 -0.42  -0.46
C 0.20 1.25 0.03  0.03
O 1.75 0.76 0.62  -0.06
C 1.83 -0.40 -0.03  -0.29
N 0.85 -0.89 -0.69  0.08
H -1.68 -1.69 -0.21  0.08
H -2.28 -0.17 0.50  0.08
H -1.04 -1.15 1.34  0.08
H -0.80 0.44 -1.29  0.15
H -0.58 1.85 0.56  0.13
H 0.66 1.83 -0.77  0.11
H 2.78 -0.97 -0.01  0.14

Computed properties:
- HOMO energy (eV) = -9.54
- SMILES string = C[C@H]1COC=N1
- orbital gap (eV) = 10.47
- strongest force on any atom (eV Å⁻¹) = 2.48
- calculated total energy (eV) = -7797.151
- molecular weight (g mol⁻¹) = 85.106
- ΔE to the lowest compared entry with this formula, charge and spin (kJ/mol) = 240.56

***

No. 3
Computed, not measured: an isolated molecule of C21H23N3O4 at a distorted geometry, with ωB97M-V/def2-TZVPD.

Each line ends with the Löwdin charge.
Element x y z (Å)
C -0.45 4.25 1.79  -0.06
C -0.90 4.54 0.36  -0.25
O -0.96 3.37 -0.44  -0.18
C -2.15 2.64 -0.25  -0.21
C -2.21 1.48 -1.24  -0.09
C -1.90 0.11 -0.66  -0.15
C -2.73 -0.34 0.37  -0.01
C -2.60 -1.59 0.94  0.02
C -1.63 -2.42 0.42  -0.08
C -0.80 -1.99 -0.60  -0.02
C -0.88 -0.71 -1.16  -0.09
C 0.07 -0.32 -2.26  -0.10
C 0.83 1.02 -2.11  -0.16
C 1.22 1.45 -0.69  -0.17
C 2.56 0.90 -0.16  -0.13
N 2.45 -0.28 0.67  -0.11
C 2.88 -1.53 0.32  -0.10
C 2.65 -2.39 1.36  -0.11
C 2.04 -1.63 2.38  -0.10
C 1.93 -0.34 1.93  -0.10
C 0.08 -3.14 -0.95  -0.34
O 0.82 -3.32 -1.87  0.14
N -0.14 -4.12 0.06  0.04
N -0.07 -5.48 -0.39  0.17
C 1.05 -5.98 -0.25  -0.25
O 2.06 -6.54 -0.20  0.22
C -1.31 -3.81 0.79  -0.36
O -1.88 -4.54 1.53  0.15
H -1.13 4.68 2.52  0.07
H -0.40 3.17 1.94  0.07
H 0.54 4.65 1.98  0.07
H -1.87 5.05 0.34  0.11
H -0.17 5.17 -0.13  0.12
H -3.00 3.30 -0.42  0.12
H -2.24 2.27 0.77  0.12
H -1.63 1.70 -2.12  0.11
H -3.25 1.43 -1.55  0.13
H -3.52 0.31 0.72  0.12
H -3.25 -1.92 1.74  0.13
H 0.79 -1.11 -2.40  0.10
H -0.51 -0.29 -3.18  0.13
H 0.31 1.83 -2.61  0.09
H 1.76 0.90 -2.66  0.11
H 0.45 1.25 0.05  0.10
H 1.34 2.53 -0.71  0.10
H 3.27 0.72 -0.97  0.12
H 3.00 1.68 0.46  0.12
H 3.34 -1.71 -0.64  0.12
H 2.92 -3.43 1.37  0.09
H 1.72 -2.00 3.34  0.09
H 1.53 0.52 2.44  0.11

Computed properties:
- HOMO energy (eV) = -8.25
- SMILES string = CCOCCc1ccc2c(c1CCCCn1cccc1)C(=O)N(N=C=O)C2=O
- orbital gap (eV) = 7.96
- strongest force on any atom (eV Å⁻¹) = 1.13
- calculated total energy (eV) = -34809.382
- molecular weight (g mol⁻¹) = 381.432
- ΔE to the lowest compared entry with this formula, charge and spin (kJ/mol) = 345.99

***

No. 4
Computed, not measured: a structure of composition C42H53BFGeN3O2Se2SnTe at a distorted geometry, with ωB97M-V/def2-TZVPD.

Each line ends with the Löwdin charge.
Element x y z (Å)
Sn -1.34 -0.46 1.71  1.14
C 4.01 0.85 6.08  -0.41
Se 3.21 0.50 4.30  0.88
C 4.30 1.78 3.36  -0.59
C 4.30 3.21 3.88  -0.59
Se 2.61 3.98 4.39  0.87
C 1.41 3.15 3.09  -0.45
H 5.07 0.47 6.15  0.04
H 3.42 0.25 6.73  -0.02
H 3.84 1.94 6.24  0.00
H 3.95 1.74 2.37  0.01
H 5.28 1.36 3.25  0.06
H 4.72 3.83 3.09  0.04
H 4.95 3.35 4.76  0.05
H 1.92 3.23 2.11  0.04
H 0.50 3.75 3.11  -0.01
H 1.14 2.07 3.31  -0.01
N -4.05 -2.26 1.67  -0.02
N -3.60 -0.98 2.09  -0.17
H -3.18 -2.78 1.53  0.02
H -4.48 -2.71 2.49  0.07
H -3.83 -0.79 3.05  0.05
H -4.10 -0.34 1.53  0.02
C -3.72 3.15 -3.64  -0.06
C -3.59 3.11 -2.15  -0.31
C -4.68 2.92 -1.36  -0.04
C -4.55 2.71 0.05  -0.31
C -5.87 2.50 0.74  -0.12
C -3.30 2.77 0.67  -0.55
Te -3.10 2.34 2.80  0.59
C -2.21 3.06 -0.14  -0.34
C -0.79 3.14 0.36  -0.11
C -2.38 3.22 -1.50  -0.04
H -4.68 2.71 -3.97  0.08
H -2.90 2.73 -4.23  0.07
H -3.83 4.20 -3.92  0.07
H -5.66 2.87 -1.87  0.11
H -6.57 1.92 0.11  0.08
H -6.31 3.43 1.03  0.07
H -5.79 1.98 1.67  -0.01
H -0.19 3.70 -0.38  0.08
H -0.44 2.08 0.45  0.03
H -0.71 3.63 1.34  0.02
H -1.48 3.35 -2.05  0.10
F -4.68 -4.01 6.29  0.03
C -3.60 -3.30 5.89  -0.31
C -2.77 -3.88 4.89  -0.01
C -1.78 -3.06 4.33  -0.05
C -1.64 -1.70 4.66  -0.36
C -0.81 -0.77 3.91  -0.33
C -2.39 -1.22 5.74  -0.04
C -3.30 -2.07 6.41  -0.03
H -2.92 -4.81 4.42  0.09
H -1.19 -3.35 3.43  0.12
H 0.24 -1.02 3.87  0.02
H -0.86 0.28 4.24  0.01
H -2.23 -0.20 6.02  0.10
H -3.88 -1.75 7.29  0.11
B 5.97 3.36 0.38  -0.51
C 6.07 3.01 -1.15  -0.36
N 6.24 2.67 -2.24  0.02
H 5.66 4.56 0.51  -0.01
H 6.96 3.00 0.97  -0.01
H 5.00 2.78 0.84  -0.03
O -0.07 -4.08 0.10  0.04
C -0.91 -3.19 0.01  -0.68
O -1.48 -2.61 1.01  -0.29
C -1.23 -2.63 -1.33  -0.20
C -0.43 -1.37 -1.64  -0.25
Ge 0.89 -1.63 -3.18  1.04
C -0.04 -2.62 -4.57  -0.27
C 0.42 -3.71 -5.34  -0.09
C -0.41 -4.42 -6.19  -0.10
C -1.75 -4.06 -6.30  -0.10
C -2.23 -3.02 -5.53  -0.10
C -1.41 -2.28 -4.67  -0.11
C 1.28 0.22 -3.75  -0.30
C 0.87 0.65 -4.98  -0.12
C 1.04 2.01 -5.33  -0.10
C 1.60 2.88 -4.42  -0.11
C 1.94 2.43 -3.16  -0.07
C 1.78 1.09 -2.80  -0.10
C 2.54 -2.44 -2.51  -0.27
C 2.40 -3.62 -1.74  -0.10
C 3.46 -4.16 -0.98  -0.07
C 4.70 -3.49 -0.96  -0.09
C 4.82 -2.28 -1.67  -0.08
C 3.78 -1.81 -2.47  -0.12
H -2.26 -2.45 -1.40  0.10
H -1.08 -3.42 -2.10  0.11
H 0.17 -1.08 -0.79  0.02
H -1.06 -0.52 -1.91  0.07
H 1.47 -3.93 -5.23  0.09
H -0.03 -5.20 -6.82  0.09
H -2.33 -4.57 -7.06  0.09
H -3.28 -2.77 -5.54  0.10
H -1.86 -1.63 -3.92  0.10
H 0.47 -0.05 -5.70  0.09
H 0.73 2.34 -6.32  0.10
H 1.77 3.93 -4.68  0.11
H 2.35 3.09 -2.43  0.10
H 2.03 0.77 -1.78  0.12
H 1.45 -4.06 -1.68  0.06
H 3.33 -5.01 -0.32  0.10
H 5.48 -3.85 -0.36  0.07
H 5.75 -1.74 -1.56  0.10
H 3.96 -0.86 -2.99  0.11

Computed properties:
- net charge = -2
- HOMO energy (eV) = -2.53
- orbital gap (eV) = 6.23
- strongest force on any atom (eV Å⁻¹) = 2.58
- calculated total energy (eV) = -256706.612
- molecular weight (g mol⁻¹) = 1138.556
- ΔE to the lowest compared entry with this formula, charge and spin (kJ/mol) = 78.08

***

No. 5
Computed, not measured: an isolated molecule of C20H32ClN3O2S at a nearly force-free geometry, with ωB97M-V/def2-TZVPD.

Each line ends with the Löwdin charge.
Element x y z (Å)
C 4.03 -5.99 -2.12  -0.12
C 3.97 -4.73 -2.98  -0.28
C 3.09 -3.65 -2.36  -0.25
C 3.04 -2.39 -3.24  -0.20
C 2.18 -1.22 -2.72  -0.18
C 1.47 -1.45 -1.40  -0.19
N 0.69 -0.28 -1.05  0.08
C -0.07 -0.25 0.07  -0.46
O -0.25 -1.23 0.77  0.08
C -0.65 1.14 0.41  -0.22
C 0.33 1.78 1.38  -0.18
C 0.48 1.23 2.65  0.02
C 1.38 1.78 3.56  -0.25
C 1.54 1.18 4.93  -0.04
C 2.13 2.89 3.18  -0.07
C 1.96 3.43 1.91  -0.65
Cl 2.90 4.82 1.45  0.66
C 1.07 2.89 1.01  -0.06
N -1.98 1.04 0.97  -0.10
C -2.46 2.38 1.34  -0.18
C -3.94 2.46 1.71  -0.18
C -4.85 2.88 0.56  -0.26
S -5.15 1.67 -0.70  0.65
N -6.03 0.66 0.01  -0.21
O -5.55 2.34 -1.92  -0.36
C -3.52 0.99 -1.05  -0.22
C -2.91 0.26 0.15  -0.19
H 4.66 -6.76 -2.58  0.07
H 4.44 -5.77 -1.13  0.07
H 3.04 -6.42 -1.98  0.07
H 4.98 -4.34 -3.13  0.11
H 3.58 -4.98 -3.97  0.11
H 2.09 -4.05 -2.21  0.11
H 3.48 -3.40 -1.37  0.11
H 4.07 -2.05 -3.39  0.11
H 2.69 -2.69 -4.23  0.11
H 2.80 -0.33 -2.62  0.11
H 1.41 -0.97 -3.47  0.11
H 0.80 -2.31 -1.45  0.12
H 2.19 -1.67 -0.60  0.13
H 0.88 0.58 -1.53  0.13
H -0.64 1.74 -0.52  0.14
H -0.11 0.36 2.92  0.13
H 2.30 1.71 5.51  0.07
H 0.60 1.22 5.48  0.08
H 1.83 0.13 4.86  0.09
H 2.83 3.34 3.86  0.11
H 0.95 3.33 0.03  0.11
H -1.86 2.71 2.18  0.12
H -2.26 3.11 0.53  0.13
H -4.29 1.53 2.16  0.12
H -4.04 3.22 2.48  0.12
H -5.86 3.11 0.91  0.11
H -4.45 3.75 0.04  0.11
H -6.28 -0.12 -0.59  0.02
H -3.73 0.30 -1.87  0.11
H -2.90 1.79 -1.45  0.10
H -2.38 -0.63 -0.18  0.11
H -3.72 -0.10 0.78  0.11

Computed properties:
- HOMO energy (eV) = -9.00
- SMILES string = CCCCCCNC(=O)[C@H](c1cc(C)cc(Cl)c1)N1CCC[S@@](=N)(=O)CC1
- orbital gap (eV) = 9.41
- strongest force on any atom (eV Å⁻¹) = 0.01
- calculated total energy (eV) = -53181.775
- molecular weight (g mol⁻¹) = 414.015
- ΔE to the lowest compared entry with this formula, charge and spin (kJ/mol) = 22.08

***

No. 6
Computed, not measured: a structure of composition C22H43F3N2O18PPt at a distorted geometry, with ωB97M-V/def2-TZVPD.

Each line ends with the Löwdin charge.
Element x y z (Å)
Pt 0.18 2.32 -3.28  1.11
C 3.03 -3.46 -0.49  0.00
N 3.08 -3.87 0.94  -0.34
C 1.77 -4.52 1.37  0.03
C 4.18 -4.87 1.17  0.00
C 3.42 -2.64 1.80  -0.10
C 2.60 -1.41 1.52  -0.22
O 1.28 -1.75 1.94  -0.07
H 2.06 -3.03 -0.72  0.10
H 3.09 -4.44 -0.99  0.12
H 3.93 -3.00 -0.88  0.11
H 0.91 -4.04 0.91  0.07
H 1.88 -4.43 2.45  0.11
H 1.79 -5.58 1.11  0.11
H 4.37 -5.01 2.23  0.12
H 5.07 -4.51 0.66  0.11
H 3.87 -5.86 0.81  0.11
H 4.48 -2.49 1.57  0.14
H 3.40 -2.93 2.84  0.14
H 2.66 -1.00 0.51  0.12
H 3.00 -0.58 2.11  0.13
H 0.71 -1.16 1.41  0.04
C 0.13 0.97 -1.01  -0.86
O 0.46 0.55 -2.19  -0.10
O -0.07 2.25 -1.05  -0.05
O 0.03 0.27 0.00  0.05
C -3.24 -1.84 0.27  -0.05
C -1.94 -2.42 0.84  -0.40
C -2.11 -3.90 1.29  -0.22
O -3.17 -3.99 2.19  -0.18
C -3.80 -5.24 2.25  -0.09
N -0.92 -2.44 -0.23  0.04
H -3.77 -2.52 -0.39  0.09
H -3.12 -0.79 0.00  0.06
H -3.98 -1.67 1.07  0.08
H -1.60 -1.88 1.73  0.12
H -1.18 -4.22 1.78  0.11
H -2.25 -4.41 0.33  0.13
H -4.46 -5.28 3.13  0.09
H -3.09 -6.02 2.55  0.09
H -4.43 -5.41 1.38  0.09
H -0.56 -1.50 -0.41  0.03
H -1.38 -2.84 -1.03  0.08
C -6.54 5.08 -2.28  -0.08
O -5.15 4.86 -2.03  -0.23
P -4.41 5.23 -0.67  0.42
O -4.89 6.39 0.11  -0.22
O -4.29 3.88 0.21  -0.22
C -3.77 2.67 -0.36  -0.09
O -2.89 5.45 -1.20  -0.22
C -1.88 5.54 -0.22  -0.12
H -7.03 5.76 -1.59  0.09
H -6.99 4.09 -2.32  0.09
H -6.63 5.59 -3.24  0.09
H -3.97 2.74 -1.43  0.08
H -4.34 1.86 0.08  0.10
H -2.69 2.67 -0.21  0.06
H -1.47 4.59 0.13  0.07
H -2.21 5.98 0.73  0.10
H -1.06 6.17 -0.54  0.08
C 3.03 -0.30 -3.59  -0.10
C 4.20 -0.55 -4.52  -0.24
O 3.72 -1.85 -5.00  0.13
C 3.04 -2.44 -3.99  -0.56
O 2.55 -3.53 -4.07  0.19
O 2.85 -1.56 -3.00  0.05
F 5.38 -0.75 -3.91  0.10
H 2.09 -0.03 -4.09  0.12
H 3.21 0.46 -2.82  0.11
H 4.33 0.14 -5.35  0.17
C 3.72 3.39 -1.66  -0.06
C 3.28 3.29 -0.20  -0.29
O 2.64 4.54 0.00  0.14
C 2.09 4.95 -1.20  -0.54
O 1.40 5.87 -1.40  0.21
O 2.83 4.34 -2.15  0.05
F 4.30 3.22 0.71  0.08
H 3.72 2.39 -2.11  0.11
H 4.70 3.86 -1.77  0.16
H 2.57 2.50 0.07  0.16
C -0.41 0.77 3.22  -0.05
C -1.73 1.23 2.53  -0.27
O -1.96 2.49 3.16  0.14
C -1.35 2.50 4.35  -0.58
O -1.53 3.30 5.22  0.18
O -0.56 1.43 4.47  0.09
F -2.66 0.29 2.86  0.07
H 0.54 1.02 2.74  0.13
H -0.40 -0.31 3.36  0.12
H -1.68 1.35 1.45  0.13

Computed properties:
- net charge = +1
- HOMO energy (alpha / beta) (eV) = -11.61 / -11.61
- expectation value of S² = 2.01
- spin multiplicity = 3
- orbital gap (alpha / beta) (eV) = 5.69 / 4.55
- strongest force on any atom (eV Å⁻¹) = 3.26
- calculated total energy (eV) = -84024.333
- molecular weight (g mol⁻¹) = 906.628
- ΔE to the lowest compared entry with this formula, charge and spin (kJ/mol) = 550.75

***

No. 7
Computed, not measured: a cluster of 2 separate species, C9H12NO in total at a distorted geometry, with ωB97M-V/def2-TZVPD.

Each line ends with the Löwdin charge.
Element x y z (Å)
C -3.07 0.43 0.51  -0.05
C -2.80 -0.89 0.36  -0.05
C -2.23 1.45 0.03  0.01
C -1.64 -1.36 -0.32  -0.03
C -1.05 0.99 -0.43  -0.07
C -0.78 -0.41 -0.63  -0.15
C 0.25 0.52 -1.00  -0.14
C 1.59 0.22 1.23  -0.18
C 1.58 0.64 -0.26  -0.24
N 2.62 -0.25 -0.91  0.24
O 1.69 -1.19 1.29  -0.07
H -3.94 0.87 0.84  0.09
H -3.57 -1.70 0.73  0.16
H -2.48 2.43 0.03  0.09
H -1.46 -2.44 -0.60  0.13
H 0.62 0.85 -2.54  0.23
H 2.56 0.52 1.58  0.12
H 0.66 0.76 1.56  0.16
H 2.04 1.57 -0.25  0.13
H 2.49 -0.35 -1.90  0.15
H 2.34 -1.13 -0.64  0.11
H 3.60 -0.05 -0.66  0.20
H 0.97 -1.51 1.94  0.16

Computed properties:
- net charge = +1
- HOMO energy (eV) = -12.44
- orbital gap (eV) = 9.07
- strongest force on any atom (eV Å⁻¹) = 4.23
- calculated total energy (eV) = -13053.022
- molecular weight (g mol⁻¹) = 150.201
- ΔE to the lowest compared entry with this formula, charge and spin (kJ/mol) = 434.28

***

No. 8
Computed, not measured: a structure of composition C27H23F4MoN11O2S at a distorted geometry, with ωB97M-V/def2-TZVPD.

Each line ends with the Löwdin charge.
Element x y z (Å)
Mo -0.44 0.99 0.46  1.47
C 0.71 6.03 -0.69  0.02
N -0.33 5.53 0.17  -0.09
C -1.05 6.31 1.03  0.05
C -1.94 5.51 1.68  0.04
N -1.77 4.22 1.20  0.04
C -0.74 4.26 0.29  -0.55
S -0.05 2.99 -0.65  0.77
C -2.56 3.13 1.60  -0.18
C -3.73 3.33 2.31  0.06
C -4.45 2.23 2.79  0.05
C -4.02 0.95 2.48  0.07
C -2.90 0.82 1.66  -0.26
N -2.15 1.88 1.26  -0.01
H 0.46 7.05 -0.99  0.13
H 0.82 5.41 -1.57  0.08
H 1.67 6.06 -0.16  0.13
H -0.90 7.37 1.12  0.16
H -2.63 5.77 2.44  0.14
H -4.11 4.32 2.49  0.13
H -5.35 2.37 3.37  0.15
H -4.56 0.08 2.84  0.15
H -3.00 -1.22 1.37  0.17
N 1.72 0.30 -0.19  -0.01
C 1.87 -1.10 0.26  -0.25
C 3.32 -1.61 0.46  -0.11
C 4.06 -1.32 1.79  -0.14
C 3.89 -2.36 2.92  -0.15
N 4.43 -3.67 2.59  0.09
C 5.15 -4.51 3.36  -0.41
N 5.87 -4.08 4.39  0.23
N 5.16 -5.80 3.06  0.22
C 0.98 -1.26 1.52  -0.52
O 0.92 -2.26 2.16  0.19
O 0.27 -0.17 1.73  -0.18
H 1.93 0.36 -1.19  0.13
H 2.46 0.87 0.26  0.13
H 1.41 -1.74 -0.51  0.16
H 3.91 -1.19 -0.36  0.13
H 3.30 -2.69 0.31  0.12
H 3.76 -0.35 2.19  0.12
H 5.12 -1.26 1.56  0.13
H 2.83 -2.48 3.17  0.11
H 4.41 -1.98 3.81  0.13
H 3.96 -4.11 1.81  0.15
H 6.04 -3.10 4.57  0.13
H 6.40 -4.73 4.95  0.15
H 4.59 -6.19 2.33  0.14
H 5.73 -6.45 3.56  0.15
F -1.68 1.09 -2.39  0.03
C -1.95 0.00 -3.15  -0.11
C -2.21 0.17 -4.48  -0.11
F -2.17 1.39 -4.99  0.18
C -2.54 -0.94 -5.32  0.01
C -2.43 -2.23 -4.71  -0.09
C -2.19 -2.38 -3.35  -0.12
F -2.12 -3.60 -2.84  0.16
C -2.02 -1.26 -2.49  0.01
C -2.08 -1.36 -1.07  -0.13
C -1.92 -0.30 -0.17  -0.18
N -2.51 -0.37 1.08  0.09
C -2.50 -2.60 -0.48  -0.18
N -2.81 -3.53 0.10  0.26
F -2.58 -3.30 -5.46  0.20
C -2.99 -0.77 -6.64  -0.02
C -3.20 0.49 -7.23  -0.10
N -3.41 1.50 -7.73  0.32
C -3.39 -1.84 -7.48  -0.10
N -3.76 -2.67 -8.18  0.33

Computed properties:
- net charge = +4
- HOMO energy (alpha / beta) (eV) = -18.49 / -18.52
- orbital gap (alpha / beta) (eV) = 5.33 / 5.35
- strongest force on any atom (eV Å⁻¹) = 2.99
- calculated total energy (eV) = -72378.022
- molecular weight (g mol⁻¹) = 737.555